## a
Here is an isolated molecule of C4H10N2O from the OMol25 dataset. Energies are from the ωB97M-V functional and the def2-TZVPD basis.

Properties
SMILES: CN(C=O)CCN
LUMO level: 0.87 eV
Kohn-Sham gap: 10.0 eV

ORCA input file:
```
! wB97M-V def2-TZVPD RIJCOSX def2/J DEFGRID3
* xyz 0 1
C -0.55 0.17 -1.80
N 0.30 0.47 -0.64
C -0.05 1.43 0.27
O -1.16 1.94 0.30
C 1.29 -0.55 -0.26
C 0.75 -1.58 0.78
N -0.62 -1.37 1.27
H -1.04 -0.79 -1.69
H -1.22 1.03 -1.87
H 0.13 0.15 -2.65
H 0.85 1.82 0.78
H 2.11 -0.04 0.25
H 1.67 -0.99 -1.17
H 1.45 -1.71 1.61
H 0.91 -2.54 0.28
H -0.94 -2.23 1.70
H -0.57 -0.59 1.90
*
```

Mulliken atomic charge list, values in e, 6 entries: -0.9311, 0.1395, 0.0694, -0.5821, -0.8113, -0.4097

## b
Here is C4H10N2O as an isolated structure from the OMol25 dataset. Energies are from the ωB97M-V functional and the def2-TZVPD basis.

Properties
LUMO level: 1.02 eV
Kohn-Sham gap: 9.0 eV

ORCA input file:
```
! wB97M-V def2-TZVPD RIJCOSX def2/J DEFGRID3
* xyz 0 1
C -1.04 -0.91 -1.74
C -1.17 0.74 -0.13
O -1.74 1.28 0.98
N -1.64 -0.33 -0.66
H -2.39 0.64 1.31
H -0.51 1.45 -0.63
H -0.61 -0.24 -2.50
H -1.60 -1.73 -2.18
H 0.14 -1.33 -1.13
C 1.52 0.74 1.25
C 0.78 -0.48 0.79
N 1.13 -1.24 -0.22
H 1.90 -0.84 -0.76
H 0.09 -0.92 1.50
H 2.26 0.47 2.01
H 0.84 1.46 1.70
H 2.05 1.22 0.42
*
```

Mulliken atomic charge list, values in e, 6 entries: -0.7587, -0.0600, -0.4828, -0.5516, 0.3642, 0.5583

It comes down to a, which is 43.0 kcal/mol more stable than the next structure.